# 1
C27H36N3O4Ti as an isolated structure, computed with ωB97M-V/def2-TZVPD.

```
71
Properties=species:S:1:pos:R:3:forces:R:3:mulliken_charge:R:1
Ti 0.289 -0.102 0.595 0.14 -0.05 0.11 -0.31
C 2.339 3.605 0.063 0.01 0.04 0.00 -1.59
C 1.614 2.514 0.795 0.01 -0.12 -0.04 0.87
O 1.564 1.351 0.140 -0.10 0.04 0.02 0.53
C 1.081 2.716 2.060 0.01 0.11 0.04 -0.96
C 0.531 1.751 2.921 0.00 -0.06 -0.03 0.51
C 0.225 2.061 4.354 0.00 0.03 0.03 -1.49
N 0.384 0.467 2.464 0.00 0.07 0.01 0.92
N 0.569 -0.543 3.416 0.00 -0.03 -0.06 -0.87
C 0.972 -1.613 2.813 0.03 -0.05 0.02 0.66
O 1.178 -1.688 1.518 -0.02 0.04 -0.05 -0.68
C 1.235 -2.833 3.618 -0.01 0.03 0.03 0.34
C 1.056 -2.840 5.002 0.01 -0.03 -0.02 -0.34
C 1.311 -3.986 5.736 0.00 0.02 0.00 -0.63
C 1.746 -5.145 5.102 0.00 -0.02 0.03 -0.37
C 1.923 -5.145 3.727 0.00 0.00 -0.02 -0.73
C 1.668 -3.997 2.989 0.00 0.01 0.03 -0.23
H 1.863 3.836 -0.898 -0.01 -0.01 0.00 0.19
H 3.363 3.290 -0.167 0.01 0.00 0.01 0.26
H 2.385 4.524 0.649 0.00 -0.01 0.01 0.40
H 1.174 3.722 2.458 0.00 -0.01 0.00 0.16
H 0.275 3.138 4.530 0.00 0.00 0.00 0.43
H 0.928 1.566 5.030 0.01 0.00 -0.01 0.25
H -0.770 1.703 4.637 0.00 -0.01 -0.01 0.27
H 0.714 -1.932 5.480 0.00 0.01 0.00 0.47
H 1.167 -3.978 6.810 0.00 -0.01 0.00 0.37
H 1.942 -6.041 5.679 0.00 0.00 0.00 0.36
H 2.257 -6.044 3.223 0.00 0.00 0.00 0.39
H 1.793 -3.983 1.914 0.00 0.00 0.00 0.26
C -0.494 -3.472 -1.466 0.00 0.00 0.00 -2.75
C -0.174 -2.134 -2.084 0.03 0.00 0.02 1.45
C 1.114 -1.594 -1.924 0.01 -0.09 -0.05 0.62
C 2.218 -2.468 -1.369 0.01 -0.01 -0.01 -2.15
C 1.390 -0.297 -2.371 -0.02 0.03 -0.03 1.62
C 2.796 0.243 -2.275 0.01 0.00 0.01 -2.63
C 0.370 0.466 -2.962 0.01 -0.02 0.00 1.27
C 0.661 1.891 -3.366 0.00 0.01 0.00 -2.22
C -0.886 -0.102 -3.188 0.01 -0.02 0.01 1.82
C -1.979 0.714 -3.844 0.00 0.02 0.00 -2.76
C -1.144 -1.423 -2.790 -0.01 0.03 -0.01 1.21
C -2.456 -2.084 -3.148 -0.01 -0.01 -0.02 -2.53
H -0.308 -4.301 -2.158 0.00 0.00 0.00 0.46
H -1.532 -3.505 -1.140 0.00 0.00 0.00 0.60
H 0.112 -3.626 -0.576 0.00 0.00 0.00 0.14
H 3.194 -2.133 -1.711 0.00 0.00 0.00 0.46
H 2.087 -3.498 -1.703 0.00 0.00 0.00 0.46
H 2.222 -2.472 -0.277 0.00 0.00 0.00 0.12
H 3.237 0.029 -1.305 0.00 -0.01 -0.01 0.45
H 2.830 1.320 -2.397 -0.01 0.00 0.00 0.50
H 3.424 -0.211 -3.050 0.01 0.01 0.00 0.36
H 1.442 1.942 -4.128 0.00 -0.01 0.00 0.46
H 1.017 2.460 -2.504 -0.01 0.01 0.00 -0.01
H -0.213 2.396 -3.767 0.00 0.00 0.00 0.43
H -2.928 0.187 -3.852 0.00 0.00 0.00 0.46
H -1.732 0.974 -4.877 0.00 -0.01 0.00 0.49
H -2.146 1.657 -3.315 0.00 0.00 0.00 0.47
H -3.282 -1.752 -2.515 0.01 0.00 0.00 0.31
H -2.392 -3.162 -3.032 0.00 0.00 0.00 0.40
H -2.714 -1.883 -4.190 0.00 0.00 0.00 0.56
N -1.162 1.540 -0.030 -0.08 0.09 -0.01 -0.59
C -2.484 1.411 0.598 -0.01 0.01 -0.01 -0.71
C -3.263 0.276 -0.038 0.01 -0.03 0.00 -0.41
C -2.653 -1.120 0.139 -0.01 0.04 -0.04 0.40
O -3.369 -2.091 -0.077 -0.01 -0.01 0.01 -0.74
O -1.416 -1.175 0.473 -0.04 -0.01 0.01 -0.03
H -1.252 1.654 -1.036 0.02 -0.02 0.00 0.00
H -0.662 2.351 0.334 0.01 -0.01 0.01 0.29
H -3.059 2.341 0.519 0.00 0.00 0.01 0.45
H -2.316 1.210 1.658 0.00 0.00 0.00 0.36
H -3.352 0.444 -1.119 0.01 0.00 0.00 -0.01
H -4.282 0.243 0.349 0.00 -0.01 0.01 0.47
```
Forces are in eV/Å.

Results
Charge   -1
Expectation value of S²   2.029
Multiplicity   3


# 2
C12H15Br34FNO3PS as an isolated structure, computed with ωB97M-V/def2-TZVPD.

```
68
Properties=species:S:1:pos:R:3:forces:R:3:mulliken_charge:R:1
C 7.674 -0.839 -0.827 -0.16 0.00 -0.25 -0.90
P 8.726 0.373 -1.721 0.08 0.42 -0.05 0.31
O 9.503 -0.600 -2.785 -0.45 -0.28 -0.05 -0.49
N 10.093 0.721 -0.617 -0.32 -0.64 0.13 -0.15
Br 9.984 2.444 0.082 0.47 0.17 -0.02 0.04
S 10.627 -0.321 0.562 0.24 0.38 0.18 1.06
O 9.719 -0.431 1.650 -0.12 -0.15 -0.14 -0.40
O 12.007 -0.135 0.804 0.05 0.01 -0.08 -0.56
F 10.480 -1.617 -0.294 -0.06 -0.08 -0.03 -0.21
H 7.866 -1.859 -1.164 0.10 -0.07 0.17 0.49
H 7.759 -0.778 0.256 0.06 0.00 0.01 0.13
H 6.644 -0.589 -1.091 -0.02 -0.03 0.04 0.32
H 9.038 -1.446 -2.899 0.42 0.23 0.09 0.34
C 2.978 2.290 -2.458 -0.07 -0.03 0.02 0.05
Br 3.982 0.746 -3.019 0.00 -0.03 -0.01 0.01
Br 4.077 3.516 -1.479 -0.18 0.17 -0.20 -0.02
Br 2.061 3.113 -3.932 0.06 0.11 0.00 -0.04
H 2.219 1.936 -1.776 0.02 -0.04 0.01 -0.03
C 2.367 7.495 -4.800 0.00 0.00 0.01 -0.34
Br 0.610 6.955 -4.232 -0.03 0.00 0.01 -0.02
Br 3.720 6.873 -3.589 0.02 0.00 0.02 0.01
Br 2.725 6.935 -6.603 0.00 -0.02 -0.02 -0.01
H 2.389 8.575 -4.788 0.00 0.00 0.00 0.33
C -0.927 0.787 -2.237 0.04 0.04 -0.05 -0.30
Br -2.694 0.225 -1.723 -0.04 -0.01 0.03 -0.08
Br 0.379 0.104 -1.001 -0.04 0.04 0.02 0.08
Br -0.520 0.288 -4.043 -0.04 -0.09 -0.01 0.01
H -0.902 1.867 -2.185 -0.01 0.00 0.01 0.36
C -6.535 -0.467 -1.001 0.06 -0.03 0.00 0.51
Br -7.302 -1.772 -2.181 -0.05 -0.01 0.00 0.02
Br -7.509 1.189 -1.041 -0.07 0.00 0.02 0.00
Br -6.369 -1.145 0.790 -0.04 -0.01 0.04 0.03
H -5.536 -0.260 -1.356 -0.01 0.02 -0.04 -0.59
C 0.200 -3.888 0.207 -0.03 -0.01 0.01 -0.41
Br 1.093 -2.589 1.315 0.14 -0.03 0.07 0.07
Br -1.702 -3.845 0.475 -0.03 0.02 -0.01 -0.01
Br 0.662 -3.685 -1.647 0.02 -0.01 -0.02 0.00
H 0.551 -4.862 0.517 -0.01 0.00 0.02 0.37
C 1.855 -1.831 5.162 -0.06 -0.02 -0.05 -0.28
Br 3.061 -0.919 3.974 -0.25 0.03 0.06 0.06
Br 2.773 -3.170 6.189 0.01 -0.01 0.02 -0.03
Br 0.898 -0.601 6.287 0.00 0.01 0.01 -0.03
H 1.124 -2.339 4.548 0.01 0.00 0.00 0.25
C -10.832 -0.793 0.583 0.08 -0.02 -0.04 0.30
Br -11.607 -2.088 -0.601 -0.02 -0.05 -0.01 0.01
Br -11.800 0.869 0.556 0.05 0.04 0.06 0.02
Br -10.674 -1.483 2.371 0.02 0.00 0.02 -0.02
H -9.832 -0.584 0.227 0.00 0.01 0.01 -0.25
C -13.956 3.790 -0.702 0.02 -0.01 0.01 0.32
Br -13.116 5.133 0.387 0.01 0.02 0.01 0.00
Br -15.850 3.711 -0.398 -0.02 0.00 0.00 -0.01
Br -13.542 4.025 -2.563 0.01 0.00 -0.02 0.00
H -13.542 2.838 -0.403 -0.05 -0.02 -0.04 -0.37
C 6.713 -3.560 2.544 -0.03 -0.01 0.03 -0.37
Br 6.297 -1.757 3.049 0.28 0.04 -0.11 0.09
Br 6.026 -4.820 3.825 0.00 -0.02 0.02 -0.06
Br 6.079 -3.968 0.772 0.00 0.02 -0.03 -0.04
H 7.789 -3.659 2.537 0.00 0.01 -0.02 0.37
C -11.670 -5.281 2.002 -0.01 0.11 -0.05 0.29
Br -13.411 -5.772 2.646 -0.01 -0.01 0.01 -0.01
Br -10.291 -5.738 3.259 0.02 0.01 0.01 0.00
Br -11.320 -6.023 0.265 0.01 -0.05 -0.02 -0.01
H -11.658 -4.204 1.893 0.00 -0.01 0.00 -0.26
C 6.154 2.685 2.310 0.01 0.04 0.07 -0.36
Br 4.342 2.230 2.776 0.01 -0.01 -0.04 -0.04
Br 7.415 1.904 3.529 0.02 -0.03 0.01 -0.06
Br 6.556 2.230 0.489 -0.11 -0.09 0.15 0.09
H 6.241 3.758 2.394 0.00 0.00 0.01 0.42
```
Forces are in eV/Å.

Results
Charge   0
Multiplicity   1


Number 1: strongest force on any atom 0.2 eV Å⁻¹, total energy -2365.34882 Ha. Number 2: strongest force on any atom 0.7 eV Å⁻¹, total energy -89102.46440 Ha.